Computed, not measured: a single C4H7N3 molecule, with ωB97M-V/def2-TZVPD.

Element x y z (Å)
H: 2.14 1.18 -1.91
C: -2.25 -1.07 1.77
H: -0.22 0.45 -1.45
N: -2.90 -1.73 2.52
H: 2.65 0.54 -0.34
H: 1.01 -0.96 0.78
H: -2.50 0.59 0.03
H: 0.35 1.56 -0.20
N: 0.22 -0.45 0.39
C: -0.94 -0.57 1.01
H: 2.08 -0.57 -1.61
C: 0.50 0.56 -0.63
C: 1.93 0.42 -1.15
N: -2.08 0.04 0.79

As for the multiplicity: 1. The net charge is 0. The calculation puts the total energy at -8727.67367 eV. As for the maximum force: 0.0175 hartree/bohr. The calculation puts the energy above the lowest of the compared OMol25 structures with the same formula, charge and spin at 386.49 kJ/mol.


Computed, not measured: C31H40F5N3RhSeSi as an isolated structure at a distorted geometry, with ωB97M-V/def2-TZVPD.

Element x y z (Å)
H: 1.23 -3.72 7.34
H: -1.97 2.44 -1.24
H: 3.69 -3.49 1.75
C: -6.77 -0.97 -2.26
Se: -2.40 -1.33 -0.48
H: 3.43 -0.56 2.17
N: 2.38 0.49 0.66
H: 0.86 2.42 -3.22
C: 1.60 -4.22 5.29
C: -4.56 -1.93 -2.29
C: -0.55 2.97 0.29
F: -7.29 0.63 -0.60
H: 3.96 1.21 -1.65
H: -1.08 1.45 -3.58
H: 0.98 -4.68 -2.20
C: 1.26 -3.36 6.32
C: -4.17 -1.16 -1.19
H: 1.84 -5.25 5.50
C: -0.59 -1.44 1.73
H: 0.21 -2.90 -0.67
H: 3.28 -1.28 -0.04
H: 2.17 -0.54 -1.18
H: 0.51 3.19 0.37
C: 4.19 0.31 -1.08
N: -0.87 1.89 1.24
H: 1.65 0.98 -2.58
C: -5.13 -0.32 -0.62
N: -0.18 1.44 -1.66
C: 3.05 1.79 0.78
H: -0.54 1.41 3.25
F: -3.65 -2.74 -2.83
F: -6.18 -2.58 -3.88
H: 3.10 -5.86 -1.75
H: 2.64 2.32 1.64
C: 0.95 -2.04 6.04
H: 4.84 1.52 1.99
H: -1.08 -0.95 2.57
C: 1.88 -3.08 0.66
Si: 1.25 -1.79 1.91
H: -0.68 3.51 -1.78
C: 1.14 -3.42 -0.47
H: -2.56 0.96 2.07
C: 1.62 -3.77 3.98
C: 2.41 -0.24 1.92
H: -0.70 3.15 2.93
C: -0.30 2.20 2.54
H: -1.95 0.52 -2.34
C: -0.90 2.63 -1.16
H: 4.99 2.69 0.68
C: 1.33 -2.44 3.70
C: -0.96 0.79 -2.71
C: 1.57 -4.41 -1.33
H: 4.62 -0.41 -1.78
F: -7.98 -0.86 -2.79
F: -4.80 0.39 0.46
H: 0.67 -1.37 6.84
H: -1.11 3.88 0.57
C: -6.41 -0.21 -1.15
H: 0.78 2.29 2.47
H: 1.65 2.49 -1.65
H: -2.76 1.53 0.42
C: 0.98 -1.58 4.74
C: 4.58 1.71 0.95
C: 5.18 0.63 0.04
C: 3.09 -3.75 0.88
H: 1.86 -4.45 3.18
H: -1.11 -2.37 1.51
H: 6.13 0.95 -0.37
H: -0.46 -0.12 -3.02
H: 2.83 2.38 -0.11
Rh: 0.07 0.03 0.23
H: 4.46 -5.24 0.21
C: 3.53 -4.74 0.02
C: 2.76 -5.08 -1.08
C: -2.31 1.76 1.38
C: 2.96 -0.32 -0.44
H: 0.73 -0.55 4.53
C: 1.07 1.86 -2.30
H: 2.11 0.44 2.72
H: 5.37 -0.28 0.61
H: -2.75 2.69 1.76
C: -5.84 -1.84 -2.83

As for the multiplicity: 1. The net charge is +1. The calculation puts the total energy at -127076.36774 eV. As for the maximum force: 0.0544 hartree/bohr.


Computed, not measured: C6H9FNO as an isolated structure at a distorted geometry, with ωB97M-V/def2-TZVPD.

Element x y z (Å)
H: -1.13 -0.34 -2.89
C: -0.34 0.57 1.37
C: 0.79 -1.58 0.59
O: -1.61 -1.77 -1.38
C: 0.60 1.87 0.23
C: -0.36 0.00 -0.86
H: 0.35 1.90 -1.84
H: 0.19 0.42 2.33
N: -0.28 -0.57 0.51
C: 0.14 1.23 -1.04
H: -1.37 0.89 1.52
H: 1.19 -1.64 1.65
F: 1.90 1.85 0.32
H: 0.15 2.83 0.54
H: -1.18 -1.10 0.66
H: 0.52 -2.53 0.17
C: -1.08 -0.79 -1.77
H: 1.52 -1.26 -0.08

As for the multiplicity: 1. The net charge is +1. The calculation puts the total energy at -12612.90048 eV. As for the maximum force: 0.1068 hartree/bohr. The calculation puts the energy above the lowest of the compared OMol25 structures with the same formula, charge and spin at 312.45 kJ/mol.


Computed, not measured: a 2-piece molecular cluster, C3H9NO2S overall at a distorted geometry, with ωB97M-V/def2-TZVPD.

Element x y z (Å)
H: 2.94 -1.51 1.87
H: -2.28 1.07 0.26
H: 2.19 0.07 -0.11
S: -2.88 0.85 -2.08
O: 1.99 -0.34 1.91
H: 0.11 0.51 -1.54
H: -0.83 -0.68 -0.80
H: -0.27 0.27 1.40
C: 1.48 -0.32 0.66
C: -1.75 1.23 -0.68
H: 3.39 -2.74 2.72
O: 3.54 -2.36 1.85
H: -1.47 2.29 -0.79
H: 1.26 -1.35 0.30
N: 0.28 0.52 0.59
C: -0.49 0.36 -0.63

As for the multiplicity: 1. The net charge is -2. The calculation puts the total energy at -19675.92538 eV. As for the maximum force: 0.0268 hartree/bohr. The calculation puts the energy above the lowest of the compared OMol25 structures with the same formula, charge and spin at 13.47 kJ/mol.


Computed, not measured: C44H48F3N5O4PtS2 as an isolated structure, with ωB97M-V/def2-TZVPD.

Element x y z (Å)
O: 0.41 0.95 4.09
H: 2.55 1.94 3.03
H: -2.67 -4.99 -3.04
H: 0.52 5.34 -0.38
O: 2.66 4.79 0.76
C: -2.66 4.48 0.41
C: -1.15 2.61 0.76
C: 2.26 2.45 3.95
H: -0.53 -5.18 2.69
C: -0.06 3.41 0.33
H: -1.06 -1.29 3.87
C: 0.77 2.32 4.18
C: 7.47 1.75 -1.07
C: -4.03 -3.43 -2.45
C: 0.67 -3.80 1.59
H: 2.55 3.50 3.87
O: -3.63 -1.99 1.61
N: -3.06 -2.34 -2.63
S: -0.97 -0.82 -2.08
C: -3.77 -1.83 0.41
H: -8.36 -2.11 0.25
H: -4.50 2.67 1.32
H: -1.62 -0.45 1.86
C: -3.20 1.01 1.64
N: -0.90 1.31 1.11
C: 5.28 0.12 -1.62
H: -4.27 -0.09 -1.67
H: -1.45 -3.78 2.13
H: -4.42 -6.59 -3.82
C: -2.31 -1.74 -1.72
N: -2.61 -1.90 -0.37
C: 4.01 4.69 -3.39
H: -1.64 1.11 4.35
H: 1.36 2.14 -2.13
C: -0.29 4.70 -0.06
C: 5.19 1.15 -0.68
N: 1.20 2.73 0.39
C: 2.11 2.84 -2.49
C: 2.02 -4.21 2.22
F: 8.65 0.36 -4.05
H: 8.33 2.38 -0.86
H: 0.51 2.70 5.17
C: 6.48 -0.08 -2.28
H: 0.51 -5.58 0.40
C: 3.74 4.60 -2.04
C: -6.22 -2.01 0.34
H: -1.80 -1.14 5.46
C: -0.49 -4.10 2.54
H: 1.99 -5.29 2.40
C: 3.93 1.36 0.02
H: 2.18 -3.70 3.17
H: -4.79 -6.07 -2.18
H: -6.47 0.52 -2.56
C: 2.39 2.95 -3.84
C: -1.60 5.23 -0.02
H: -0.04 -1.32 5.32
H: -3.58 -4.30 -4.37
H: 2.85 -4.00 1.55
C: 2.79 3.67 -1.61
H: -0.69 1.03 5.83
F: 9.75 1.46 -2.54
C: -7.46 -1.67 -0.17
C: -3.66 -4.62 -3.33
H: 1.86 2.32 -4.55
C: 0.74 -2.35 1.33
C: 8.87 0.48 -2.73
S: 2.52 3.55 0.10
C: -5.07 -1.46 -0.21
H: 3.54 3.94 -5.34
C: 0.48 -4.50 0.23
H: -1.78 -1.81 0.20
H: -1.75 6.25 -0.33
C: 7.57 0.74 -2.00
H: -2.80 -2.13 -3.58
N: 0.78 -1.23 1.13
C: 6.28 1.96 -0.40
C: -0.92 -0.87 4.86
H: 4.42 -0.49 -1.85
C: -1.88 0.55 1.54
H: 4.73 5.40 -3.75
H: -8.52 -0.50 -1.62
C: -2.45 3.14 0.81
Pt: 1.04 0.72 0.72
H: -3.96 0.34 2.01
H: -0.49 -4.26 -0.21
C: 2.83 0.69 0.25
C: -7.55 -0.77 -1.22
H: 0.20 2.91 3.44
C: -6.40 -0.19 -1.75
H: 6.57 -0.87 -3.02
F: 9.42 -0.67 -2.31
C: -5.16 -0.55 -1.25
H: -0.34 -3.62 3.51
H: -5.68 -5.39 -3.54
H: -3.66 4.90 0.44
H: 6.20 2.75 0.33
O: 3.70 2.63 0.64
C: -0.77 0.63 4.81
C: -4.70 -5.73 -3.21
C: -3.49 2.29 1.26
H: 4.24 5.24 -1.33
H: 1.26 -4.24 -0.48
C: 3.33 3.86 -4.29
H: -6.13 -2.70 1.17
H: -5.03 -3.07 -2.70
H: -4.04 -3.73 -1.41
H: 2.81 1.99 4.77

As for the multiplicity: 1. The net charge is +2. The calculation puts the total energy at -95102.22548 eV. As for the maximum force: 0.0092 hartree/bohr. The calculation puts the energy above the lowest of the compared OMol25 structures with the same formula, charge and spin at 90.36 kJ/mol.


Computed, not measured: C16H16BiN6O15P2S as an isolated structure at a distorted geometry, with ωB97M-V/def2-TZVPD.

Element x y z (Å)
O: -3.31 1.29 1.62
C: -1.98 3.48 -2.25
C: -2.71 4.59 -1.90
Bi: -0.44 -0.17 0.03
C: 1.70 -3.33 -0.80
O: 0.13 -1.39 -1.81
H: -1.38 -0.55 4.81
C: -3.43 3.52 0.13
C: -3.42 4.61 -0.71
C: 1.17 4.43 -0.68
H: 0.67 5.23 -0.15
H: 2.03 5.71 -2.16
H: 2.38 -0.33 -1.50
S: 0.49 -0.80 2.69
H: 2.60 -3.52 1.15
H: 2.20 -4.45 -2.28
C: 2.42 2.34 -1.98
H: -3.99 3.53 1.05
O: 1.40 -2.94 -3.41
N: -1.26 0.35 4.40
N: 0.10 1.79 1.55
C: 2.57 3.64 -2.44
O: 0.08 -5.16 0.50
H: -0.03 -4.98 1.44
O: -1.02 2.47 -4.08
P: -0.02 -3.79 -0.31
C: 2.51 -2.77 0.36
C: 1.93 4.69 -1.79
O: 1.54 0.77 -0.47
N: -0.60 1.66 2.70
H: -0.35 -3.91 -2.46
O: 2.31 -4.50 -1.32
N: -2.68 1.24 0.59
C: -0.52 0.45 3.29
P: 1.44 -2.10 -2.18
O: -1.42 2.60 3.14
H: -2.73 5.44 -2.57
H: 3.50 -2.52 0.00
C: 0.24 2.95 1.03
H: 2.05 -1.88 0.77
H: 2.90 1.52 -2.51
H: -0.22 3.82 1.50
O: -1.07 1.38 -1.61
N: -4.18 5.80 -0.36
O: -1.04 4.62 -4.00
O: -4.79 5.80 0.70
O: -0.71 -4.31 -1.64
C: -2.71 2.39 -0.22
O: -0.79 -2.80 0.50
O: -4.17 6.74 -1.14
C: -1.88 2.33 -1.39
H: -1.94 1.09 4.52
C: 1.02 3.12 -0.18
N: -1.28 3.52 -3.53
H: 3.17 3.82 -3.32
O: 2.62 -1.06 -2.14
C: 1.65 2.04 -0.85

As for the multiplicity: 1. The net charge is -1. The calculation puts the total energy at -91758.16415 eV. As for the maximum force: 0.0196 hartree/bohr. The calculation puts the energy above the lowest of the compared OMol25 structures with the same formula, charge and spin at 0.00 kJ/mol.


Computed, not measured: C7Cl3CoF5GeNS as an isolated structure at a distorted geometry, with ωB97M-V/def2-TZVPD.

Element x y z (Å)
S: 8.95 1.99 7.14
F: 10.34 3.48 9.57
F: 13.19 3.34 4.97
C: 11.19 2.96 6.11
F: 12.75 4.44 9.57
C: 10.42 2.96 7.23
F: 14.35 4.45 7.26
C: 13.04 4.06 7.23
Ge: 7.07 3.18 7.89
C: 12.22 4.12 8.37
C: 8.24 4.68 5.27
Cl: 7.86 5.00 8.60
F: 10.74 2.44 4.95
C: 10.94 3.51 8.38
Cl: 5.42 3.16 6.44
Cl: 6.18 2.30 9.53
Co: 7.57 2.99 5.43
N: 8.77 5.70 5.34
C: 12.47 3.44 6.08

The expectation value of S² is 2.028. As for the multiplicity: 3. The net charge is 0. The calculation puts the total energy at -164882.22214 eV. As for the maximum force: 0.0467 hartree/bohr. The calculation puts the energy above the lowest of the compared OMol25 structures with the same formula, charge and spin at 0.00 kJ/mol.


Computed, not measured: C28H32I2N4O10P3Rb as an isolated structure at a distorted geometry, with ωB97M-V/def2-TZVPD.

Element x y z (Å)
H: 0.83 2.49 1.69
H: 0.87 -2.20 -1.14
H: 2.12 1.83 -5.43
P: -0.76 -1.06 -2.53
H: -0.01 -0.86 4.95
H: 1.69 2.98 -2.51
C: -3.75 1.77 3.90
H: -3.42 0.72 2.04
H: -1.43 1.79 6.36
H: 2.72 0.47 4.69
P: -1.06 2.91 -0.42
C: 2.36 0.03 3.75
H: 0.58 -0.09 2.82
H: 1.60 5.59 -0.96
C: 1.13 1.43 -5.26
H: -3.71 2.68 5.85
C: -1.69 -5.22 -4.35
O: -1.09 2.52 1.02
O: -1.90 -1.73 0.34
H: -0.15 5.71 -1.35
N: 0.74 3.30 -2.33
H: -0.39 -2.25 -5.32
C: 2.88 -2.14 4.91
C: 2.47 -2.13 2.48
C: -0.36 0.00 -3.99
O: 1.68 2.93 1.50
C: -1.19 1.29 -5.87
N: 0.96 0.46 3.58
C: -3.18 2.07 5.13
H: -0.90 -4.49 -6.21
O: -2.86 -2.18 2.23
C: -1.12 -2.67 -3.35
H: -1.93 -3.40 -1.50
H: -2.77 4.14 0.05
O: -0.69 -2.17 2.08
C: 0.60 5.22 -0.73
H: -4.73 2.12 3.63
C: -3.02 0.99 3.02
N: -1.82 -2.04 1.57
C: -1.97 -4.91 -3.02
N: -1.81 0.52 3.29
C: 0.91 0.53 -4.23
H: 0.25 2.51 -6.91
C: 2.58 -1.45 3.75
I: 2.52 -4.60 0.76
H: -1.91 -6.21 -4.73
C: -0.84 -3.00 -4.67
C: -1.70 -3.64 -2.53
P: 2.03 2.85 -0.07
O: 2.21 -1.50 1.42
H: 1.47 -0.60 -1.57
H: -2.40 0.03 -4.64
C: -1.13 -4.26 -5.18
H: 2.96 -1.58 5.84
H: 0.50 4.06 -2.96
C: -1.92 1.57 5.42
H: 1.73 0.26 -3.58
C: 0.08 1.81 -6.10
H: -2.02 1.58 -6.51
C: 2.69 -3.54 2.54
C: 0.94 -1.47 -1.96
H: -2.40 -5.66 -2.37
O: -2.12 4.12 -0.66
C: 3.09 -3.52 4.90
C: 0.56 3.71 -0.87
I: 3.56 -4.52 6.66
Rb: -0.02 -0.03 0.73
O: 1.87 1.45 -0.60
H: 0.08 2.50 -2.45
H: 2.92 0.48 2.93
C: -1.40 0.40 -4.83
O: -1.24 1.88 -1.50
C: 2.99 -4.22 3.71
H: 0.54 0.69 5.61
C: 0.10 0.21 4.73
O: 3.21 3.69 -0.38
H: 0.38 5.47 0.31
H: 1.53 -1.92 -2.76
H: 3.14 -5.29 3.68
C: -1.26 0.80 4.47

As for the multiplicity: 1. The net charge is -2. The calculation puts the total energy at -100720.45148 eV. As for the maximum force: 0.0221 hartree/bohr. The calculation puts the energy above the lowest of the compared OMol25 structures with the same formula, charge and spin at 175.20 kJ/mol.


Computed, not measured: C36H29N9OS4W as an isolated structure, with ωB97M-V/def2-TZVPD.

Element x y z (Å)
H: 2.39 -6.21 -1.49
C: -1.41 5.05 3.27
O: -0.03 -1.90 0.03
C: 5.66 3.07 0.78
C: 1.62 -2.09 2.36
C: 2.48 1.79 -1.15
H: 7.27 2.15 1.84
N: 1.94 -0.42 -1.04
H: 3.55 2.41 3.94
H: -2.51 4.52 1.51
H: 5.93 1.75 3.89
C: 3.90 -2.26 3.09
H: -0.77 0.85 -2.92
N: -1.34 -0.04 -1.07
H: 0.60 -2.45 2.34
H: 3.34 -4.06 -2.05
H: 1.02 3.16 4.68
C: -1.11 2.99 2.04
C: 1.89 -5.31 -1.17
C: -2.10 6.30 3.43
C: -2.77 -0.09 -2.76
H: 0.27 -6.34 -0.18
C: 6.23 2.45 1.88
C: 3.69 4.14 -0.38
H: 6.24 3.23 -0.12
C: -0.40 4.67 4.16
C: -0.02 5.51 5.26
C: 4.15 -1.12 2.34
C: 1.81 -2.87 -1.09
C: 4.33 3.47 0.82
C: 4.98 -2.96 3.86
H: 2.71 4.54 -0.13
C: -1.74 4.21 2.21
H: 2.33 -3.63 3.66
N: -3.68 -1.45 1.41
C: -2.05 -1.08 2.83
N: 1.88 -1.00 1.63
H: 5.14 -0.68 2.31
C: 5.48 2.22 3.03
H: 5.11 -3.98 3.50
C: 2.40 -1.59 -1.44
C: 0.70 -5.38 -0.44
H: -4.06 -1.80 3.49
C: -2.44 -0.65 -0.66
C: -1.53 0.32 -2.37
N: 0.30 6.19 6.13
H: -4.25 -1.11 -1.64
C: -0.10 2.60 2.94
H: 4.04 -0.72 -2.56
C: 2.42 -4.08 -1.49
H: -4.58 -1.65 1.02
H: 4.41 -2.25 -1.76
W: 0.22 0.04 0.49
S: -1.57 1.93 0.75
C: 0.24 3.45 3.99
H: -3.28 -0.02 -3.70
C: 4.15 2.61 3.06
N: -1.59 -0.80 1.58
H: 3.41 -2.24 -3.21
N: -3.33 -0.70 -1.66
C: 3.12 -0.52 1.64
C: 3.58 3.24 1.96
C: 0.61 -2.96 -0.37
N: -2.66 7.30 3.56
S: 3.57 3.03 -1.81
H: 3.29 0.39 1.07
H: 5.93 -2.44 3.77
C: 3.65 -1.69 -2.30
C: -3.35 -1.49 2.75
S: 1.06 2.24 -0.33
H: 2.54 3.53 1.99
H: -1.43 -0.93 3.70
H: -0.85 -4.24 0.52
H: 4.31 4.96 -0.74
H: 4.72 -3.02 4.92
C: 2.59 -2.74 3.09
S: 0.69 1.07 2.76
C: 0.07 -4.22 -0.04
N: 2.81 0.59 -1.46
C: -2.58 -1.03 0.74

As for the multiplicity: 1. The net charge is 0. The calculation puts the total energy at -98430.26756 eV. As for the maximum force: 0.0040 hartree/bohr. The calculation puts the energy above the lowest of the compared OMol25 structures with the same formula, charge and spin at 27.75 kJ/mol.